[1]
Entry from OMol25: a 13-piece molecular cluster, C34H88N6O26 overall (the ωB97M-V functional and the def2-TZVPD basis).

CARTESIAN COORDINATES (ANGSTROEM)
C1 -0.391 2.369 0.654
N1 0.039 1.296 -0.328
O1 0.362 1.769 -1.391
O2 0.047 0.113 -0.053
H1 -0.696 2.079 1.659
H2 -1.223 2.894 0.184
H3 0.440 3.037 0.880
C2 5.098 3.763 3.367
N2 3.895 2.921 3.311
O3 3.012 3.091 4.134
O4 3.767 2.154 2.348
H4 4.897 4.756 2.964
H5 5.905 3.342 2.768
H6 5.317 3.872 4.429
C3 5.413 0.208 -1.753
N3 5.767 1.562 -1.183
O5 5.077 2.538 -1.461
O6 6.797 1.688 -0.495
H7 6.158 -0.062 -2.502
H8 4.444 0.319 -2.240
H9 5.329 -0.462 -0.897
C4 -5.730 -1.199 -0.733
N4 -4.696 -0.184 -0.287
O7 -4.589 0.777 -1.025
O8 -4.117 -0.397 0.755
H10 -6.717 -0.738 -0.703
H11 -5.613 -2.119 -0.161
H12 -5.500 -1.297 -1.795
C5 0.199 8.575 1.172
N5 0.936 7.577 1.943
O9 0.530 7.249 3.099
O10 1.859 6.996 1.441
H13 0.781 9.017 0.363
H14 -0.060 9.259 1.981
H15 -0.686 8.023 0.858
C6 -5.141 5.916 -0.760
N6 -5.863 6.416 -1.966
O11 -6.785 7.176 -1.855
O12 -5.501 5.942 -3.031
H16 -5.756 5.288 -0.115
H17 -4.738 6.861 -0.394
H18 -4.360 5.216 -1.057
C7 4.008 -3.263 -6.101
O13 3.592 -2.617 -4.877
C8 2.864 -3.375 -3.915
C9 3.568 -4.668 -3.385
O14 4.644 -4.283 -2.566
C10 5.478 -5.437 -2.229
H19 4.540 -4.182 -5.852
H20 4.748 -2.695 -6.665
H21 3.120 -3.430 -6.711
H22 1.887 -3.647 -4.314
H23 2.544 -2.836 -3.023
H24 3.778 -5.366 -4.195
H25 2.861 -5.171 -2.726
H26 4.898 -6.300 -1.902
H27 6.082 -5.170 -1.362
H28 6.030 -5.694 -3.134
C11 -2.753 -5.366 -1.465
O15 -3.352 -5.160 -0.191
C12 -2.451 -5.133 0.917
C13 -3.011 -5.026 2.333
O16 -4.113 -5.951 2.602
C14 -5.025 -5.435 3.630
H29 -2.381 -6.372 -1.659
H30 -1.864 -4.750 -1.597
H31 -3.402 -5.103 -2.300
H32 -1.750 -4.324 0.712
H33 -1.798 -6.005 0.895
H34 -3.202 -4.016 2.694
H35 -2.265 -5.343 3.061
H36 -5.313 -4.478 3.197
H37 -4.538 -5.328 4.600
H38 -5.794 -6.200 3.739
C15 3.637 4.332 -5.753
O17 4.392 4.016 -6.966
C16 5.576 3.204 -6.798
C17 6.276 2.755 -8.104
O18 5.632 1.710 -8.796
C18 6.419 0.934 -9.749
H39 3.517 3.454 -5.118
H40 2.600 4.657 -5.842
H41 4.072 5.139 -5.163
H42 5.348 2.294 -6.243
H43 6.313 3.677 -6.150
H44 7.314 2.566 -7.830
H45 6.415 3.552 -8.836
H46 5.737 0.334 -10.352
H47 7.020 0.222 -9.183
H48 7.112 1.543 -10.330
C19 -4.130 4.562 4.463
O19 -5.319 4.019 3.906
C20 -5.519 2.633 4.146
C21 -6.827 2.186 3.462
O20 -6.844 0.777 3.603
C22 -8.045 0.076 3.310
H49 -4.240 4.692 5.539
H50 -3.917 5.548 4.049
H51 -3.214 4.030 4.203
H52 -5.381 2.376 5.196
H53 -4.729 2.083 3.635
H54 -6.748 2.653 2.480
H55 -7.656 2.605 4.032
H56 -8.471 0.477 2.390
H57 -8.787 0.293 4.078
H58 -7.799 -0.985 3.254
C23 -2.610 2.838 -7.031
O21 -2.529 1.423 -6.680
C24 -2.779 1.087 -5.300
C25 -2.457 -0.372 -4.986
O22 -3.503 -1.264 -5.215
C26 -4.018 -1.262 -6.498
H59 -2.348 2.973 -8.080
H60 -1.931 3.474 -6.462
H61 -3.568 3.349 -6.939
H62 -3.808 1.291 -5.003
H63 -2.165 1.787 -4.733
H64 -2.276 -0.525 -3.922
H65 -1.532 -0.677 -5.475
H66 -3.329 -1.506 -7.307
H67 -4.323 -0.241 -6.727
H68 -4.796 -2.017 -6.610
C27 5.954 -7.191 4.382
O23 4.595 -6.925 4.264
C28 4.251 -7.050 2.856
C29 2.731 -6.782 2.736
O24 2.308 -5.531 3.257
C30 2.644 -4.345 2.545
H69 5.974 -8.267 4.212
H70 6.374 -6.960 5.361
H71 6.494 -6.638 3.614
H72 4.440 -8.061 2.496
H73 4.819 -6.353 2.240
H74 2.237 -7.563 3.313
H75 2.358 -6.824 1.712
H76 2.551 -4.409 1.460
H77 3.649 -4.006 2.796
H78 1.947 -3.576 2.879
C31 -0.798 0.000 6.009
O25 -0.576 0.450 7.369
C32 -0.688 1.854 7.599
C33 -1.229 2.018 9.021
O26 -0.276 1.783 10.078
C34 -0.857 1.809 11.352
H79 -0.789 -1.080 5.862
H80 -0.055 0.462 5.359
H81 -1.778 0.367 5.704
H82 -1.202 2.389 6.800
H83 0.254 2.403 7.602
H84 -2.009 1.277 9.194
H85 -1.765 2.955 9.169
H86 0.037 1.777 11.975
H87 -1.559 0.993 11.522
H88 -1.354 2.779 11.363

Its energy is -98830.1757 eV. Its energy relative to the best compared isomer or geometry (same formula, charge and spin) is 112.3 kcal/mol. Its orbital gap is 9.0659 eV.

Atom charges from the Mulliken analysis, given in e for atoms 1 to 2: number 1, C, carries -0.810; number 2, N, carries 0.874


[2]
Entry from OMol25: a 3-piece molecular cluster, C54H50N4O6S overall (the ωB97M-V functional and the def2-TZVPD basis).

CARTESIAN COORDINATES (ANGSTROEM)
C1 -0.288 1.325 -0.751
C2 0.764 1.926 -0.776
C3 2.101 2.608 -0.630
C4 3.268 1.607 -0.315
C5 3.264 1.314 1.221
C6 3.807 -0.067 1.631
C7 4.911 -0.176 2.529
C8 5.614 1.061 3.142
C9 5.421 -1.429 2.951
C10 4.859 -2.647 2.498
C11 3.765 -2.528 1.595
C12 3.247 -1.285 1.148
C13 2.069 -1.345 0.130
C14 2.698 -1.724 -1.282
C15 1.986 -2.919 -1.981
C16 0.853 -2.445 -2.962
S1 3.064 -4.097 1.019
C17 3.206 -5.089 2.533
C18 2.177 -6.007 2.872
C19 0.969 -6.135 1.936
C20 -0.194 -5.107 2.208
N1 -1.173 -5.670 3.171
N2 -0.929 -4.809 0.957
N3 0.234 -3.810 2.733
C21 2.332 -6.736 4.077
C22 3.476 -6.514 4.884
C23 4.484 -5.596 4.518
C24 4.361 -4.852 3.312
N4 5.384 -3.894 2.988
C25 6.463 -4.458 2.132
C26 6.496 -3.946 0.667
O1 6.085 -4.667 -0.213
O2 7.009 -2.728 0.313
H1 -1.033 0.551 -0.907
H2 2.305 3.262 -1.499
H3 2.032 3.279 0.257
H4 4.228 2.116 -0.548
H5 3.228 0.707 -0.947
H6 2.270 1.475 1.699
H7 3.924 2.078 1.685
H8 5.804 1.862 2.407
H9 6.522 0.768 3.705
H10 4.912 1.454 3.915
H11 6.271 -1.481 3.646
H12 1.548 -0.374 0.114
H13 1.378 -2.161 0.414
H14 3.769 -1.979 -1.126
H15 2.682 -0.851 -1.967
H16 2.722 -3.460 -2.619
H17 1.601 -3.660 -1.256
H18 0.348 -3.310 -3.428
H19 1.324 -1.849 -3.771
H20 0.168 -1.802 -2.375
H21 1.333 -6.092 0.887
H22 0.568 -7.166 2.061
H23 -0.931 -5.234 4.064
H24 -2.054 -5.218 2.918
H25 -1.076 -5.660 0.419
H26 -0.312 -4.184 0.434
H27 0.751 -3.886 3.602
H28 0.709 -3.236 2.047
H29 1.565 -7.448 4.407
H30 3.608 -7.043 5.843
H31 5.364 -5.404 5.151
H32 7.462 -4.333 2.599
H33 6.286 -5.550 2.064
H34 7.286 -2.824 -0.614
C27 -4.850 2.561 -7.152
C28 -5.081 3.812 -7.716
C29 -4.300 4.896 -7.349
C30 -3.291 4.738 -6.406
C31 -3.074 3.488 -5.822
C32 -3.849 2.399 -6.206
C33 -2.033 3.312 -4.777
O3 -1.842 2.223 -4.270
C34 -1.236 4.493 -4.356
C35 -0.297 4.358 -3.339
C36 0.461 5.451 -2.946
C37 0.290 6.681 -3.575
C38 -0.648 6.822 -4.585
C39 -1.420 5.732 -4.973
C40 -2.448 5.904 -6.033
O4 -2.601 6.978 -6.579
H35 -5.455 1.713 -7.447
H36 -5.871 3.939 -8.446
H37 -4.479 5.867 -7.794
H38 -3.675 1.426 -5.765
H39 -0.158 3.401 -2.849
H40 1.188 5.346 -2.150
H41 0.888 7.532 -3.272
H42 -0.782 7.781 -5.069
C41 -7.150 2.260 5.372
C42 -8.024 1.447 4.657
C43 -7.789 1.181 3.317
C44 -6.683 1.737 2.683
C45 -5.820 2.572 3.394
C46 -6.051 2.822 4.742
C47 -4.660 3.214 2.719
O5 -3.906 3.937 3.339
C48 -4.448 2.960 1.270
C49 -3.403 3.596 0.609
C50 -3.187 3.357 -0.738
C51 -4.009 2.473 -1.431
C52 -5.056 1.840 -0.779
C53 -5.285 2.088 0.570
C54 -6.431 1.431 1.250
O6 -7.152 0.662 0.646
H43 -7.330 2.459 6.421
H44 -8.890 1.018 5.147
H45 -8.468 0.544 2.765
H46 -5.375 3.458 5.299
H47 -2.759 4.282 1.145
H48 -2.375 3.857 -1.253
H49 -3.834 2.282 -2.484
H50 -5.696 1.157 -1.322

Its energy is -85889.2698 eV. Its orbital gap is 6.8442 eV.

Atom charges from the Mulliken analysis, given in e for atoms 1 to 2: number 1, C, carries 0.029; number 2, C, carries -0.401


[3]
Entry from OMol25: a 2-piece molecular cluster, C2F4N2S overall (the ωB97M-V functional and the def2-TZVPD basis).

CARTESIAN COORDINATES (ANGSTROEM)
C1 -0.167 1.603 0.813
C2 -0.285 0.994 -0.447
N1 -0.089 2.059 1.862
N2 0.712 -1.003 0.232
F1 0.474 1.330 -1.458
F2 -1.471 0.574 -0.858
F3 1.302 -2.867 -1.369
F4 -0.072 -3.335 0.454
S1 0.049 -2.057 -0.599

Its energy is -26754.2809 eV. Its energy relative to the best compared isomer or geometry (same formula, charge and spin) is 61.8 kcal/mol. Its orbital gap (spin up / spin down) is 7.3279 / 8.3409 eV.

Atom charges from the Mulliken analysis, given in e for atoms 1 to 2: number 1, C, carries 0.158; number 2, C, carries 0.639